No. 1
The following is a DFT calculation (wB97M-V/def2-TZVPD) of 8 unconnected molecules or ions with the total composition C50H35N2O14PS at a distorted geometry.

Geometry as XYZ:
```
103
Properties=species:S:1:pos:R:3
S -1.30298 1.84298 -1.45187
P -0.97209 1.16956 -3.25131
C -0.38752 -0.63412 -3.31673
C -0.90149 -1.46061 -4.55076
C -0.46704 -2.95328 -4.72895
C 0.44415 -3.56488 -3.64577
C 0.99946 -2.77268 -2.39176
N 1.85997 -3.50399 -1.49996
C 2.29771 -2.63153 -0.46307
C 1.88760 -1.14217 -0.27438
N 1.02538 -0.44880 -1.16953
C 0.56882 -1.29639 -2.23907
H -2.23340 1.28645 -3.96314
H -0.03128 1.98960 -3.98738
H -1.58362 -1.00603 -5.34001
H -0.82702 -3.55306 -5.63902
H 0.74233 -4.66962 -3.79897
H 3.02793 -3.07505 0.31125
H 2.32256 -0.57251 0.61940
O 1.40297 -1.41910 2.38450
C 0.29838 -1.57646 2.87556
C 0.13628 -2.00943 4.27907
C -1.07303 -2.18315 4.81426
C -2.30181 -1.94812 4.02603
O -3.40673 -2.10498 4.51583
C -2.13958 -1.51501 2.62215
C -0.93052 -1.34148 2.08750
H 1.04637 -2.17626 4.84200
H -1.21034 -2.50095 5.84128
H -3.04950 -1.34797 2.05900
H -0.79305 -1.02362 1.06087
O -1.33911 3.72068 1.64790
C -0.93316 4.76622 1.17906
C 0.45266 5.22535 1.41118
C 0.89604 6.37358 0.89770
C 0.02155 7.23452 0.07380
O 0.42880 8.28198 -0.39635
C -1.36391 6.77580 -0.15843
C -1.80743 5.62770 0.35489
H 1.08008 4.58248 2.01603
H 1.90782 6.72586 1.05787
H -1.99116 7.41872 -0.76354
H -2.81873 5.27572 0.19428
O -5.69811 -6.16874 5.70661
C -5.97670 -5.13348 6.28232
C -6.79225 -5.13683 7.51553
C -7.09886 -4.00172 8.14479
C -6.63540 -2.69201 7.63739
O -6.91419 -1.65633 8.21380
C -5.82029 -2.68932 6.40477
C -5.51346 -3.82447 5.77539
H -7.12297 -6.10384 7.87414
H -7.69560 -3.98553 9.04862
H -5.48931 -1.72262 6.04574
H -4.91717 -3.84011 4.87267
O -4.28411 -3.38240 12.29573
C -3.61862 -3.31677 11.27965
C -4.25120 -3.11350 9.95915
C -3.52014 -3.04391 8.84509
C -2.04770 -3.16539 8.88432
O -1.38060 -3.09965 7.86702
C -1.41509 -3.36867 10.20454
C -2.14549 -3.43828 11.31811
H -5.33006 -3.02572 9.94869
H -3.96628 -2.89615 7.86950
H -0.33566 -3.45639 10.21517
H -1.69876 -3.58603 12.29338
O 4.05479 7.97966 -5.92155
C 4.12922 7.99723 -4.70679
C 2.92101 8.12502 -3.86515
C 3.00372 8.14633 -2.53388
C 4.30705 8.04129 -1.84373
O 4.38216 8.05841 -0.62885
C 5.51573 7.91349 -2.68556
C 5.43262 7.89230 -4.01648
H 1.97459 8.20008 -4.38631
H 2.12909 8.24002 -1.90212
H 6.46224 7.83836 -2.16449
H 6.30710 7.79858 -4.64827
O 3.00534 4.02719 -9.14074
C 2.15520 3.36362 -8.57927
C 2.30230 2.96666 -7.16280
C 1.37022 2.23679 -6.54858
C 0.14988 1.79507 -7.25687
O -0.70331 1.12947 -6.69566
C 0.00302 2.19191 -8.67301
C 0.93492 2.92174 -9.28735
H 3.20132 3.29881 -6.65848
H 1.46252 1.93664 -5.51261
H -0.89591 1.85960 -9.17740
H 0.84306 3.22179 -10.32370
O 2.12180 -5.20467 -6.33077
C 3.29947 -5.30999 -6.03747
C 3.80358 -4.87955 -4.71619
C 5.09336 -4.99349 -4.39690
C 6.07370 -5.55629 -5.34959
O 7.25004 -5.66183 -5.05708
C 5.56969 -5.98680 -6.67120
C 4.27978 -5.87285 -6.99035
H 3.07275 -4.47027 -4.02963
H 5.47948 -4.68263 -3.43417
H 6.30069 -6.39608 -7.35751
H 3.89343 -6.18371 -7.95302
```

## Properties
- orbital gap (Ha) = 0.23599
- SMILES string = S=[PH2]c1cccc2nccnc12.O=C1C=CC(=O)C=C1.O=C1C=CC(=O)C=C1.O=C1C=CC(=O)C=C1.O=C1C=CC(=O)C=C1.O=C1C=CC(=O)C=C1.O=C1C=CC(=O)C=C1.O=C1C=CC(=O)C=C1
- HOMO level (eV) = -8.28

=====

No. 2
The following is a DFT calculation (wB97M-V/def2-TZVPD) of 2 unconnected molecules or ions with the total composition C3H8NO2S at a distorted geometry.

Geometry as XYZ:
```
15
Properties=species:S:1:pos:R:3
O 0.29957 -2.09781 -2.52799
C -0.35863 -1.76255 -1.56945
C -1.04712 -0.42360 -1.52250
C -1.00376 0.15644 -0.11557
S 0.81385 0.27854 0.34941
N -0.64836 0.61676 -2.46881
H -0.43944 -2.37313 -0.65908
H -2.11436 -0.64422 -1.75008
H -1.34901 1.17987 -0.06151
H -1.47381 -0.46861 0.64326
H -0.00540 0.12503 -3.08690
H -0.04617 1.29233 -2.00955
H 2.14119 1.88170 4.51135
H 2.90752 0.80670 4.92094
O 2.32393 1.43256 5.34647
```

## Properties
- orbital gap (Ha) = 0.23350
- ΔE to the lowest compared entry with this formula, charge and spin (kJ/mol) = 212.54
- charge = -1
- HOMO level (eV) = -2.88

=====

No. 3
The following is a DFT calculation (wB97M-V/def2-TZVPD) of a molecular structure, C24H31ClCsF6GeN5O6S2.

Geometry as XYZ:
```
77
Properties=species:S:1:pos:R:3
Cs 0.46072 0.10481 0.72330
F 4.41510 3.52807 1.38268
C 3.67953 3.58439 2.49780
F 4.25462 4.46554 3.32624
F 3.71318 2.38534 3.08211
S 1.94723 4.08532 2.09669
O 1.50528 3.08820 1.16331
O 2.07821 5.43867 1.65173
N 1.26019 4.06182 3.51312
S 0.49343 2.84688 4.15757
O 0.45458 3.01501 5.57955
O 0.79633 1.54613 3.62408
C -1.25044 3.14139 3.63647
F -1.67068 4.35158 4.01541
F -2.04571 2.22780 4.21167
F -1.38701 3.03973 2.31599
O 1.12169 -1.97892 -1.15625
C 1.94493 -2.86314 -1.53911
C 1.60363 -3.88146 -2.48731
C 2.50597 -4.83011 -2.90545
C 3.82324 -4.85377 -2.42679
C 4.19467 -3.88469 -1.50795
C 3.30031 -2.91517 -1.06067
C 3.76091 -1.90635 -0.09839
N 3.25046 -1.60579 1.07930
C 4.04598 -0.60875 1.59844
C 5.05068 -0.30169 0.73271
N 4.86588 -1.14272 -0.33878
H 0.58848 -3.86663 -2.86727
H 2.18746 -5.58012 -3.62381
H 4.52511 -5.61041 -2.75386
H 5.20162 -3.88673 -1.09794
H 3.83720 -0.16330 2.55730
H 5.84255 0.42537 0.77279
H 5.36277 -1.14054 -1.21118
C -4.11011 0.58727 1.67035
C -4.68495 -0.71037 1.98280
N -5.14130 -1.73658 2.23226
H -4.91020 1.29299 1.44728
H -3.43789 0.54212 0.78582
H -3.54056 0.95297 2.52400
Cl 1.62402 -5.79074 0.79047
C 0.23943 -4.86145 1.27298
C -0.96690 -5.48573 1.52827
C -2.03775 -4.69367 1.91023
C -1.84905 -3.32434 2.01973
N -0.68576 -2.72807 1.76792
C 0.34777 -3.48367 1.39454
H -1.05929 -6.55869 1.42302
H -3.00980 -5.12250 2.11297
H -2.67464 -2.68325 2.30307
H 1.28569 -2.97892 1.17304
C -3.49220 2.22969 -3.95661
Ge -3.64756 1.73973 -2.03376
C -5.06728 0.35317 -2.06638
C -4.42797 3.35881 -1.20361
C -2.14226 1.16168 -1.06760
H -4.45830 2.54903 -4.36021
H -3.14206 1.37077 -4.53382
H -2.76718 3.03534 -4.08641
H -5.92967 0.67085 -2.65924
H -5.40706 0.10583 -1.05868
H -4.66377 -0.55905 -2.51231
H -5.32836 3.67953 -1.73363
H -3.69809 4.17038 -1.24372
H -4.68243 3.19176 -0.15529
H -1.52612 1.94542 -0.62175
H -1.58550 0.31702 -1.47715
C 1.93161 1.27675 -2.48603
C 1.03255 2.49846 -2.35271
O -0.10765 2.43299 -3.18727
H 2.78702 1.35460 -1.80601
H 2.31515 1.19526 -3.50595
H 1.40029 0.34767 -2.26477
H 1.58952 3.39794 -2.63231
H 0.73423 2.63779 -1.30767
H -0.82372 2.00543 -2.66930
```

## Properties
- orbital gap (Ha) = 0.18749
- ΔE to the lowest compared entry with this formula, charge and spin (kJ/mol) = 0.00
- charge = -2
- HOMO level (eV) = -1.35